# 1
The following is a quantum chemistry calculation of a 2-piece molecular cluster, C3H3BrO2S overall in a non-equilibrium geometry, from the Open Molecules 2025 dataset.

Results
- E_HOMO (spin up / spin down) (eV) = -7.3 / -10.3
- maximum force (eV/Å) = 7.68
- <S²> = 2.009
- frontier orbital gap (spin up / spin down) (eV) = 7.650 / 7.248
- relative energy (zero: lowest compared OMol25 entry of this formula, charge and spin) (kcal/mol) = 59.8
- 2S+1 = 3

Each line ends with the natural charge from an NBO analysis.
Atoms and positions in Å:
S -1.7691 -0.5341 -0.2651  1.773
O -2.2084 0.8184 -0.2598  -0.854
H 0.7263 2.4776 -0.4151  0.256
Br 3.2985 -0.6027 -0.1642  0.201
C 1.4848 1.7126 -0.4343  -0.217
O -2.0000 -1.3478 -1.4380  -0.835
C -0.5641 -0.9998 0.7524  -0.546
C 1.9960 0.6140 -0.3952  -0.234
H -0.2381 -1.9291 1.1036  0.239
H -0.7260 -0.2092 1.5158  0.217

Forces on atoms 1 to 3 (eV/Å):
-6.8 -3.3 -1.2
1.5 2.8 0.0
0.5 -0.1 -0.1


# 2
The following is a quantum chemistry calculation of a 2-piece molecular cluster, C9H13O4P overall in a non-equilibrium geometry, from the Open Molecules 2025 dataset.

Results
- E_HOMO (spin up / spin down) (eV) = 0.7 / 0.3
- maximum force (eV/Å) = 4.37
- frontier orbital gap (spin up / spin down) (eV) = 5.214 / 5.610
- relative energy (zero: lowest compared OMol25 entry of this formula, charge and spin) (kcal/mol) = 58.8
- charge = -2

Each line ends with the natural charge from an NBO analysis.
Atoms and positions in Å:
O -1.4535 0.1514 -1.0952  -0.671
H -1.3539 0.3828 1.1522  0.271
C 1.0345 -1.5652 1.5394  -0.647
C 0.2521 1.7947 -1.4763  -0.707
H 0.7618 -2.1854 -1.9554  0.192
C 2.2106 -0.5328 -0.4873  0.098
H 1.3451 -0.5277 1.8672  0.230
C 0.3384 -2.1561 -0.9751  -0.648
C 3.1288 0.2323 -0.8107  -0.580
H 0.9206 1.1986 -2.1689  0.251
C 0.1009 1.8808 1.6774  -0.436
H 0.0065 -1.9100 1.6593  0.234
H 0.7389 2.5445 -0.8008  0.200
P -3.1343 -0.2736 -0.0738  2.468
O -3.9507 -0.6283 -1.2731  -1.200
H -0.4236 2.5210 -1.9471  0.212
C 1.1200 -1.2498 -0.0302  -0.270
H 0.1437 -3.2427 -0.7140  0.170
H 1.6805 -2.4635 1.8922  0.156
O -2.7511 -1.3306 0.8656  -1.202
H -0.0984 2.2527 2.7215  0.187
C -0.6233 1.1104 0.8816  -0.288
H -0.6078 -1.7100 -0.7832  0.271
H 0.8384 2.6069 1.2577  0.160
C -0.6415 0.9523 -0.5184  0.561
H 3.8125 1.0343 -0.9446  0.203
O -3.3952 1.1129 0.5398  -1.217

Forces on atoms 1 to 3 (eV/Å):
-0.1 1.1 1.1
-0.3 0.0 1.8
1.0 0.3 -2.6


# 3
The following is a quantum chemistry calculation of C38H35ClN2Si2Zn as an isolated structure in a non-equilibrium geometry, from the Open Molecules 2025 dataset.

Results
- E_HOMO (eV) = -5.3
- maximum force (eV/Å) = 5.18
- frontier orbital gap (eV) = 3.980
- relative energy (zero: lowest compared OMol25 entry of this formula, charge and spin) (kcal/mol) = 10.1

Each line ends with the Löwdin charge.
Atoms and positions in Å:
H 4.5756 0.2854 6.3200  0.120
C -3.6585 1.1199 -2.1615  -0.218
H -3.9163 -1.8713 -1.3929  0.073
Zn 1.6736 1.9143 0.9433  0.818
H -1.5248 -4.7738 -0.0972  0.103
C 4.3653 -0.7576 3.0505  0.007
H 4.6748 1.7921 -0.8959  0.097
H 1.9990 -0.7288 1.3350  0.078
C 1.0776 -2.6483 -0.4639  -0.129
C -0.4481 1.3715 -1.5912  -0.279
C 0.2011 -5.1054 -1.3371  -0.099
C -5.8452 2.1574 -1.8676  -0.093
C 1.4553 2.7636 5.2119  -0.028
C -2.1478 -1.2763 -2.4646  -0.237
Cl -3.3266 -2.4584 1.2097  0.347
C -3.1466 -2.1714 -2.1019  -0.127
Si -1.3130 -2.0783 1.0260  0.008
C -1.6338 2.1267 0.3370  -0.126
H -0.8668 -2.9045 2.1452  -0.106
H -0.6178 -1.5300 2.3037  -0.048
C -1.2743 -2.8908 -4.0277  -0.082
N 2.7184 0.0044 1.3231  0.073
H 1.2717 4.4246 -0.0396  0.094
C -0.5962 -4.3501 -0.4782  -0.108
C -3.1562 -3.4647 -2.6307  -0.084
H 2.1990 2.5167 -1.7346  0.098
C -1.0638 -0.3032 0.1762  -0.315
H -0.0350 1.5287 -2.5929  0.133
H -3.1839 0.5328 -4.1670  0.099
H -0.6927 3.4831 -1.1130  0.113
C -2.1801 -3.8488 -3.5551  -0.099
C 4.8305 -0.6514 4.3835  -0.053
C -1.2483 -1.6036 -3.4693  -0.093
H -0.5712 -3.1564 -4.8179  0.100
C 2.4799 1.9836 5.7244  0.018
C -0.2108 -3.0635 -0.1204  -0.294
C -0.1652 0.1290 -0.8883  -0.220
H 0.9076 3.4595 5.8383  0.112
H -2.1083 -4.8894 -3.8781  0.103
H 0.3295 3.2824 3.4116  0.124
H -1.9508 2.8796 1.0406  0.105
C 3.1997 4.0544 1.0942  -0.164
H -0.1234 -6.1026 -1.6094  0.098
H 5.2523 3.2068 1.3114  0.095
H 4.7870 -1.4935 2.3542  0.127
N 1.7701 1.8500 3.0150  0.050
H 2.7432 -2.9034 -1.8028  0.095
C 2.7521 1.0218 3.5111  -0.146
H -6.5528 2.6665 -1.2176  0.094
C -0.8923 2.4690 -0.7737  -0.133
C 2.1703 3.8203 0.1206  -0.237
C 4.2334 0.2313 5.2792  -0.013
H 3.3920 -0.2168 0.5847  0.111
H -3.9078 -4.1847 -2.3051  0.107
C -6.1678 1.9244 -3.2097  -0.098
H -4.3887 1.8903 -0.2890  0.091
C 3.1602 1.0831 4.8759  -0.140
C 1.4183 -4.6171 -1.8199  -0.100
H 2.0366 -5.2211 -2.4892  0.099
C -2.0073 0.7502 0.5032  -0.254
C 2.6666 2.7870 -0.7846  -0.224
C 1.8232 -3.3433 -1.4173  -0.095
H 3.1762 4.8378 1.8565  0.098
H -5.4175 1.1580 -5.0851  0.097
C 3.3435 0.0814 2.6337  -0.205
C 4.2934 3.2074 0.7964  -0.149
C 3.9847 2.4400 -0.3523  -0.166
C -5.2043 1.3359 -4.0334  -0.090
H -2.8307 0.4746 1.1627  0.105
H -7.1420 2.2114 -3.6064  0.098
H 2.7848 2.0319 6.7704  0.127
C -3.9483 0.9762 -3.5241  -0.095
C 1.1233 2.6759 3.8509  -0.074
Si -2.0134 0.3736 -1.4674  0.626
H -0.5192 -0.8713 -3.8371  0.108
C -4.6074 1.7440 -1.3483  -0.092
H 5.6558 -1.2899 4.7090  0.113
H 0.5665 -0.5457 -1.3263  0.097
H 1.5132 -1.7430 -0.0240  0.056

Forces on atoms 1 to 3 (eV/Å):
-0.1 -0.1 -0.5
0.1 0.4 0.3
0.2 -0.1 -0.1